{"formula": "C34H94MgN6O11", "method": "ωB97M-V/def2-TZVPD", "symbols": ["Mg", "C", "C", "O", "H", "H", "H", "H", "H", "C", "C", "O", "H", "H", "H", "H", "H", "C", "C", "O", "H", "H", "H", "H", "H", "H", "C", "C", "O", "H", "H", "H", "H", "H", "H", "C", "C", "O", "H", "H", "H", "H", "H", "H", "C", "C", "C", "O", "C", "N", "H", "H", "H", "H", "H", "H", "H", "H", "H", "H", "H", "C", "C", "C", "O", "C", "N", "H", "H", "H", "H", "H", "H", "H", "H", "H", "H", "H", "C", "C", "C", "O", "C", "N", "H", "H", "H", "H", "H", "H", "H", "H", "H", "H", "H", "C", "C", "C", "O", "C", "N", "H", "H", "H", "H", "H", "H", "H", "H", "H", "H", "H", "C", "C", "C", "O", "C", "N", "H", "H", "H", "H", "H", "H", "H", "H", "H", "H", "H", "C", "C", "C", "O", "C", "N", "H", "H", "H", "H", "H", "H", "H", "H", "H", "H", "H"], "positions_angstrom": [[-3.13475, -4.14396, 1.52576], [-0.23423, 0.19718, -0.48520], [0.38995, -0.62974, 0.68381], [-0.19779, -1.90701, 0.83960], [-0.05282, -0.28388, -1.44633], [0.19728, 1.18470, -0.64858], [-1.29808, 0.37826, -0.33177], [0.39166, 0.03596, 1.54692], [1.46225, -0.74047, 0.52254], [-6.67506, 0.75537, 0.81148], [-6.94324, -0.66079, 0.43034], [-6.03626, -1.61912, 0.91211], [-7.38410, 1.38474, 0.27365], [-5.67492, 1.09978, 0.54839], [-6.82571, 0.88626, 1.88306], [-6.93786, -0.72194, -0.65794], [-7.90935, -0.98083, 0.82061], [6.06119, -6.16417, 3.02613], [5.17293, -5.00452, 2.68053], [4.34345, -5.42330, 1.66865], [6.97201, -6.01880, 2.44526], [5.65744, -7.16256, 2.85789], [6.45970, -6.10760, 4.03909], [5.66141, -4.05890, 2.44535], [4.57400, -4.76691, 3.55969], [3.54355, -4.89364, 1.63423], [4.26829, 0.58394, 6.57056], [5.75911, 0.15414, 6.38029], [6.17681, -0.27846, 7.65361], [3.57502, -0.19340, 6.89184], [3.85070, 0.95968, 5.63646], [4.30533, 1.39811, 7.29435], [6.38295, 0.99073, 6.06558], [5.75538, -0.69063, 5.69148], [7.12722, -0.39679, 7.71926], [5.74966, 2.11483, -2.37216], [6.96132, 2.66640, -3.04970], [6.72614, 4.04848, -3.35485], [6.08056, 1.21690, -1.85033], [5.03231, 1.89080, -3.16167], [5.36923, 2.85379, -1.66696], [7.20126, 2.09805, -3.94830], [7.87789, 2.49767, -2.48444], [7.54338, 4.37273, -3.74031], [4.99665, -3.90080, -3.97404], [6.35975, -4.58951, -3.87776], [7.48162, -3.83356, -3.08682], [7.87893, -2.60635, -3.69677], [8.40169, -2.73781, -5.01689], [6.11284, -5.81132, -3.19699], [5.01662, -2.87873, -4.35231], [4.48788, -3.81221, -3.01414], [4.30627, -4.50647, -4.56111], [6.67407, -4.77846, -4.90421], [8.41035, -4.37056, -2.89395], [7.09838, -3.61930, -2.08917], [7.67508, -3.00835, -5.78299], [9.22610, -3.44984, -5.05526], [8.82985, -1.78377, -5.32446], [5.90235, -5.66124, -2.22063], [5.27539, -6.23618, -3.56886], [-5.25768, -3.75936, 6.45037], [-4.15488, -2.65546, 6.22595], [-3.55238, -2.21301, 7.60266], [-2.38622, -1.39788, 7.51626], [-2.56554, -0.16721, 6.84766], [-3.07951, -3.32570, 5.45794], [-6.07323, -3.33653, 7.03704], [-4.93668, -4.61289, 7.04748], [-5.65005, -4.12685, 5.50217], [-4.50730, -1.73587, 5.75878], [-3.15902, -3.08323, 8.12812], [-4.37021, -1.67885, 8.08633], [-1.64246, 0.35611, 7.09697], [-3.38465, 0.42832, 7.25076], [-2.72706, -0.24569, 5.77256], [-2.24644, -2.77917, 5.62348], [-2.90315, -4.08940, 6.09491], [-1.89312, -9.22178, 0.17233], [-1.92144, -7.77206, 0.01842], [-2.31796, -7.25259, -1.42176], [-2.73956, -5.88737, -1.23619], [-2.81464, -5.25328, -2.51787], [-2.88157, -7.33787, 0.98253], [-2.85037, -9.65626, -0.11575], [-1.66713, -9.44907, 1.21414], [-1.02888, -9.60056, -0.37331], [-0.93266, -7.34848, 0.19449], [-3.13279, -7.84319, -1.84049], [-1.39787, -7.29093, -2.00492], [-3.39028, -5.89018, -3.18952], [-1.81586, -5.04443, -2.90115], [-3.41095, -4.34178, -2.47689], [-3.75684, -7.79657, 0.77374], [-2.60984, -7.70976, 1.88140], [0.59747, 8.55321, 7.55171], [0.54431, 7.18308, 6.82963], [-0.28603, 7.07435, 5.54567], [-0.21946, 5.74058, 5.03995], [-1.17315, 5.67821, 3.93829], [1.85174, 6.71203, 6.54120], [0.90702, 9.36500, 6.89349], [1.32385, 8.58482, 8.36380], [-0.38832, 8.81412, 7.93679], [0.19868, 6.37860, 7.47883], [0.01317, 7.76480, 4.75709], [-1.28951, 7.27277, 5.92217], [-1.18492, 4.69696, 3.46384], [-0.95398, 6.40185, 3.15317], [-2.15739, 5.85873, 4.37047], [2.16206, 7.42387, 5.89538], [1.72196, 5.89650, 5.95969], [-6.07785, 9.26382, -4.40295], [-7.24797, 8.29094, -4.13663], [-6.81646, 6.97044, -3.46550], [-5.91717, 6.22345, -4.27266], [-5.18691, 5.12560, -3.64047], [-8.21165, 8.92763, -3.27140], [-5.37884, 8.75194, -5.06436], [-5.53053, 9.46386, -3.48179], [-6.45258, 10.23122, -4.73733], [-7.78136, 8.04253, -5.05418], [-7.57464, 6.29355, -3.07169], [-6.22166, 7.24436, -2.59413], [-5.79485, 4.26194, -3.37104], [-4.73638, 5.46326, -2.70713], [-4.31429, 4.92679, -4.26265], [-7.62396, 9.30411, -2.54133], [-8.68291, 8.23364, -2.70890], [-2.13196, 0.06035, -7.35665], [-1.07149, 0.85609, -8.12930], [0.42228, 0.57245, -7.72041], [1.13837, 1.65367, -8.39941], [2.47660, 1.76178, -7.99418], [-1.19171, 0.54210, -9.53050], [-3.13397, 0.30205, -7.71112], [-2.11418, 0.24706, -6.28292], [-1.96167, -0.99700, -7.55938], [-1.27743, 1.91569, -7.97786], [0.73089, -0.39884, -8.10701], [0.60529, 0.67767, -6.65105], [2.86903, 2.70252, -8.38029], [3.01439, 0.90966, -8.40985], [2.60732, 1.87877, -6.91839], [-0.89947, -0.42056, -9.61987], [-0.50055, 1.10018, -10.01107]], "relative_energy_kj_mol": 1192.45, "homo_energy_ev": -6.62, "lumo_energy_ha": -0.1297}